DFT (ωB97M-V/def2-TZVPD) results for a molecular structure, C12H22BIrN2O7P2.

The total charge is +1. The calculation puts the energy above the lowest of the compared OMol25 structures with the same formula, charge and spin at 0.394 eV. Its max |F| is 0.68 eV/Å. For the total energy, the calculation gives -52204.4681 eV. Its spin multiplicity is 2. The highest occupied orbital energy (alpha / beta) is -12.25 / -12.24 eV. Its expectation value of S² is 0.768. The calculation puts the LUMO energy (alpha / beta) at -3.29 / -6.27 eV.

Last column: natural (NBO) charge in e.
Element x y z (Å)
1 Ir -0.1315 0.5478 -0.3770  1.332
2 C -2.2767 2.5981 -0.0750  -0.426
3 N -1.6715 1.4671 0.6802  -0.334
4 C -2.7605 0.4973 0.9873  -0.438
5 C -1.0983 1.9819 1.9649  -0.255
6 C -0.0334 1.0348 2.4188  -0.077
7 C 0.2281 0.6549 3.7174  -0.198
8 C 1.3174 -0.1726 3.9777  -0.138
9 C 2.1404 -0.6115 2.9467  -0.203
10 C 1.8587 -0.2727 1.6345  -0.213
11 C 0.7589 0.5419 1.3649  0.020
12 H -3.0823 3.0217 0.5268  0.215
13 H -2.6839 2.2191 -1.0105  0.231
14 H -1.5313 3.3587 -0.2781  0.238
15 H -3.5197 1.0074 1.5810  0.214
16 H -2.3485 -0.3333 1.5572  0.234
17 H -3.1974 0.1382 0.0611  0.240
18 H -1.8892 2.1748 2.6899  0.228
19 H -0.6227 2.9346 1.7200  0.241
20 H -0.3958 1.0126 4.5267  0.232
21 H 1.5336 -0.4648 4.9964  0.234
22 H 2.9912 -1.2419 3.1673  0.233
23 H 2.4872 -0.6241 0.8312  0.222
24 C 0.1034 -4.1516 -1.9305  -0.642
25 C -0.0662 -2.6575 -2.1692  -0.477
26 O -0.4038 -2.4043 -3.5335  -0.724
27 P 1.5163 -1.7418 -1.9851  2.400
28 O 2.2890 -1.8863 -3.3370  -0.966
29 O 2.3831 -2.5349 -0.9430  -0.974
30 O 1.2973 -0.2883 -1.6418  -1.059
31 P -1.2556 -1.8649 -1.0164  2.368
32 O -2.5453 -2.7663 -0.9433  -0.965
33 O -0.5390 -1.5874 0.2870  -1.076
34 O -1.6395 -0.5333 -1.6384  -1.098
35 H 0.9272 -4.5477 -2.5233  0.247
36 H -0.8110 -4.6566 -2.2415  0.242
37 H 0.3085 -4.3620 -0.8802  0.238
38 H -1.1583 -1.8013 -3.5943  0.510
39 H 1.7257 -1.8155 -4.1243  0.549
40 H 3.3286 -2.3276 -0.9256  0.538
41 H -2.4910 -3.5699 -0.4091  0.533
42 B 2.1512 4.4418 -1.0582  -0.610
43 C 1.2583 3.1934 -0.9797  0.562
44 N 0.5530 2.2724 -0.8629  -0.606
45 H 2.5031 4.5983 0.0934  0.064
46 H 3.0564 4.1836 -1.8097  0.052
47 H 1.4358 5.3376 -1.4429  0.062

Cartesian forces (eV/Å) of the 3 atoms listed first:
0.1 -0.5 0.5
-0.1 -0.1 0.0
-0.1 0.0 0.2

DFT (ωB97M-V/def2-TZVPD) results for a molecular structure, C12H22BIrN2O7P2.

The total charge is +1. The calculation puts the energy above the lowest of the compared OMol25 structures with the same formula, charge and spin at 0.000 eV. Its max |F| is 0.42 eV/Å. For the total energy, the calculation gives -52204.8617 eV. Its spin multiplicity is 2. The highest occupied orbital energy (alpha / beta) is -12.44 / -12.35 eV. Its expectation value of S² is 0.773. The calculation puts the LUMO energy (alpha / beta) at -3.95 / -6.81 eV.

Last column: natural (NBO) charge in e.
Element x y z (Å)
1 Ir 0.1533 0.2967 0.5550  1.292
2 C 3.0497 -0.0439 -0.1065  -0.424
3 N 2.1064 1.0118 0.3508  -0.345
4 C 2.6033 1.5729 1.6320  -0.428
5 C 2.0543 2.0773 -0.6929  -0.284
6 C 1.1078 1.6213 -1.7483  0.056
7 C 1.1616 1.9818 -3.0755  -0.227
8 C 0.1440 1.5698 -3.9355  -0.093
9 C -0.9379 0.8160 -3.4698  -0.201
10 C -1.0041 0.4412 -2.1469  -0.178
11 C 0.0472 0.8088 -1.2903  -0.012
12 H 4.0366 0.4016 -0.2370  0.213
13 H 2.7039 -0.4553 -1.0525  0.227
14 H 3.0965 -0.8371 0.6312  0.240
15 H 3.6108 1.9686 1.4927  0.222
16 H 2.6375 0.7785 2.3762  0.224
17 H 1.9402 2.3662 1.9659  0.240
18 H 3.0567 2.2840 -1.0702  0.232
19 H 1.6646 2.9835 -0.2236  0.257
20 H 1.9746 2.5922 -3.4468  0.238
21 H 0.1841 1.8530 -4.9788  0.239
22 H -1.7302 0.5346 -4.1494  0.244
23 H -1.8500 -0.1134 -1.7704  0.244
24 C -2.0185 -4.3888 1.2831  -0.636
25 C -1.3558 -3.0205 1.3728  -0.483
26 O -0.9785 -2.7967 2.7177  -0.687
27 P -2.4808 -1.6885 0.8269  2.397
28 O -3.7519 -1.7239 1.7290  -0.960
29 O -2.9732 -2.0402 -0.6149  -0.989
30 O -1.7877 -0.3417 0.9317  -1.089
31 P 0.0447 -2.8350 0.1983  2.377
32 O 1.0418 -4.0258 0.4678  -0.973
33 O -0.4839 -2.7390 -1.1832  -1.130
34 O 0.8139 -1.5846 0.7406  -1.090
35 H -2.8581 -4.4280 1.9761  0.249
36 H -1.2952 -5.1485 1.5753  0.246
37 H -2.3772 -4.5972 0.2762  0.237
38 H -0.2839 -2.1283 2.7656  0.484
39 H -4.0631 -0.8817 2.0882  0.546
40 H -2.2081 -2.3897 -1.1422  0.553
41 H 1.1096 -4.6652 -0.2539  0.536
42 B -1.1146 4.6665 1.5641  -0.610
43 C -0.7541 3.1898 1.2657  0.537
44 N -0.4355 2.1036 1.0049  -0.645
45 H -0.0917 5.2090 1.9058  0.038
46 H -1.5223 5.0827 0.4991  0.060
47 H -1.9868 4.6612 2.3961  0.058

Cartesian forces (eV/Å) of the 3 atoms listed first:
-0.1 0.4 -0.1
0.0 -0.1 0.0
0.0 -0.1 0.1

DFT (ωB97M-V/def2-TZVPD) results for 2 unconnected molecules or ions with the total composition C12H22BN6O3 at a distorted geometry.

The total charge is +1. Its max |F| is 3.78 eV/Å. For the total energy, the calculation gives -28553.8361 eV. Its spin multiplicity is 1. The highest occupied orbital energy is -11.65 eV. The calculation puts the LUMO energy at -4.05 eV.

Last column: natural (NBO) charge in e.
Element x y z (Å)
1 C -1.0626 -3.4373 2.8323  -0.268
2 O -0.7580 -4.1060 1.5839  -0.706
3 B -0.5119 -3.1884 0.5397  1.176
4 O -1.2090 -3.3747 -0.6475  -0.915
5 C 0.5878 -2.0214 0.7663  0.129
6 N 0.8218 -0.8453 0.0519  -0.449
7 C 1.8586 -0.2114 0.7224  0.585
8 N 2.4482 0.9590 0.4831  -0.582
9 C 3.5071 1.5367 1.2877  0.011
10 C 4.9085 1.0976 1.2351  -0.180
11 C 5.8637 1.8178 2.0943  -0.249
12 C 5.3263 2.8997 2.9140  0.063
13 N 4.0301 3.3048 3.0084  -0.383
14 C 3.1786 2.6233 2.2049  0.046
15 N 2.3113 -0.9583 1.8067  -0.383
16 N 1.5118 -2.0452 1.7784  -0.311
17 H -0.1477 -3.4337 3.4934  0.161
18 H -1.8534 -3.9703 3.4253  0.231
19 H -1.4436 -2.3889 2.6609  0.180
20 H -1.9859 -2.7670 -0.6984  0.540
21 H 2.1379 1.5096 -0.3205  0.445
22 H 5.2237 0.2542 0.5721  0.242
23 H 6.9392 1.5400 2.0754  0.254
24 H 6.0668 3.4554 3.5465  0.221
25 H 2.0978 2.9253 2.2497  0.211
26 H 3.0414 -0.7974 2.4970  0.467
27 H 1.6988 -2.7358 2.5032  0.446
28 C -3.9640 1.1184 -1.2477  -0.617
29 C -2.6181 0.5526 -1.6906  -0.076
30 C -2.1245 1.0855 -3.0492  -0.074
31 O -2.8005 0.5595 -4.1784  -0.544
32 C -4.0883 1.1077 -4.4110  -0.252
33 N -2.6893 -0.9144 -1.6857  -0.862
34 H -4.8080 0.6432 -1.7477  0.212
35 H -4.1082 0.9544 -0.1775  0.216
36 H -4.0217 2.1942 -1.4296  0.212
37 H -1.8801 0.8603 -0.9420  0.183
38 H -1.0804 0.7812 -3.1683  0.181
39 H -2.1324 2.1824 -3.0757  0.170
40 H -4.1276 2.1754 -4.1786  0.172
41 H -4.8424 0.5620 -3.8422  0.166
42 H -4.3201 0.9758 -5.4684  0.200
43 H -1.7575 -1.2858 -1.8652  0.356
44 H -3.2241 -1.1944 -2.5081  0.374

Cartesian forces (eV/Å) of the 3 atoms listed first:
0.2 0.2 1.1
0.1 2.0 -0.5
-1.6 -2.1 -0.4

DFT (ωB97M-V/def2-TZVPD) results for 7 unconnected molecules or ions with the total composition C12H22Cl16 at a distorted geometry.

The calculation puts the energy above the lowest of the compared OMol25 structures with the same formula, charge and spin at 0.700 eV. Its max |F| is 1.84 eV/Å. For the total energy, the calculation gives -213160.4416 eV. Its spin multiplicity is 1. The highest occupied orbital energy is -10.58 eV. The calculation puts the LUMO energy at 0.18 eV.

Last column: natural (NBO) charge in e.
Element x y z (Å)
1 Cl -0.4180 -1.2901 -0.9108  -0.006
2 C -0.1056 -0.8353 0.7982  -0.280
3 Cl -1.0763 -1.8403 1.9154  0.009
4 Cl -0.5150 0.8309 0.9394  0.026
5 H 0.9597 -0.9086 1.0171  0.249
6 Cl 1.4745 -1.3606 -4.1308  0.014
7 C 2.6554 -2.0481 -2.9865  -0.263
8 Cl 4.2478 -1.1735 -3.0971  -0.026
9 Cl 2.8443 -3.7767 -3.2564  0.042
10 H 2.3079 -1.8833 -1.9666  0.232
11 Cl 0.8132 5.2945 0.2914  -0.049
12 C 1.6058 3.9608 1.1224  -0.389
13 C 2.2658 4.4540 2.3711  -0.417
14 Cl 3.1846 3.2222 3.1478  -0.025
15 H 2.2884 3.4896 0.4151  0.226
16 H 0.8373 3.2618 1.4523  0.216
17 H 1.4834 4.8173 3.0374  0.218
18 H 2.9219 5.3027 2.1778  0.222
19 Cl 7.2599 0.9555 0.3277  -0.061
20 C 5.6527 0.6983 -0.3970  -0.382
21 C 4.5951 1.0284 0.6513  -0.397
22 Cl 3.0026 0.6376 0.0269  -0.067
23 H 5.6760 -0.3454 -0.7103  0.228
24 H 5.5681 1.2956 -1.3049  0.222
25 H 4.6688 2.0922 0.8770  0.228
26 H 4.7375 0.4069 1.5354  0.229
27 Cl -4.2475 -2.6664 -2.3759  -0.068
28 C -4.0807 -0.8917 -2.4107  -0.397
29 C -4.3078 -0.3728 -3.8222  -0.373
30 Cl -6.0687 -0.4905 -4.2347  -0.075
31 H -3.0788 -0.7521 -2.0047  0.231
32 H -4.7846 -0.4579 -1.7005  0.230
33 H -3.6935 -0.8916 -4.5581  0.226
34 H -4.1295 0.6988 -3.9126  0.224
35 Cl -6.3746 2.9131 1.8795  -0.064
36 C -4.6563 3.1428 2.4048  -0.378
37 C -3.6098 2.3840 1.5228  -0.369
38 Cl -3.9268 0.5894 1.5703  -0.080
39 H -4.6567 2.8873 3.4644  0.223
40 H -4.4577 4.2136 2.3583  0.220
41 H -2.5884 2.4657 1.8945  0.225
42 H -3.7018 2.7493 0.4999  0.223
43 Cl 1.4543 -3.8138 0.5758  -0.070
44 C 0.4018 -5.0192 1.3591  -0.387
45 C -0.7169 -5.4632 0.3799  -0.363
46 Cl -0.0666 -6.1815 -1.1789  -0.079
47 H -0.0500 -4.6048 2.2603  0.227
48 H 1.0235 -5.8492 1.6948  0.223
49 H -1.3395 -4.5967 0.1570  0.229
50 H -1.2793 -6.2792 0.8337  0.224

Cartesian forces (eV/Å) of the 3 atoms listed first:
0.3 -0.2 0.4
-0.3 -0.6 -0.4
0.4 0.3 -0.4

> What is the formula in the second record?

C12H22BIrN2O7P2

> max |F| of number 4 (C12H22Cl16)?

1.84 eV/Å